Here is a single C21H31N3O4 molecule from OMol25. Energies are from the ωB97M-V functional and the def2-TZVPD basis.

ORCA input file:
```
! RIJCOSX wB97M-V def2-TZVPD def2/J DEFGRID3
* xyz 0 1
C -5.241 -0.323 0.991
O -4.443 -1.224 0.267
C -3.101 -1.240 0.517
C -2.452 -0.449 1.449
C -1.078 -0.530 1.616
C -0.332 -1.408 0.845
C -0.973 -2.224 -0.085
C -2.344 -2.147 -0.257
O -3.052 -2.899 -1.143
C -2.356 -3.843 -1.918
H -3.110 -4.328 -2.537
H -1.609 -3.367 -2.562
H -1.863 -4.594 -1.292
H -0.379 -2.902 -0.671
N 1.058 -1.425 1.039
C 2.006 -1.969 0.242
O 1.768 -2.671 -0.722
C 3.460 -1.669 0.666
C 4.387 -1.847 -0.548
C 4.680 -0.496 -1.211
H 4.939 -0.647 -2.260
H 5.532 -0.011 -0.731
C 3.474 0.436 -1.135
N 3.126 0.703 0.252
C 1.989 1.383 0.611
O 1.581 1.371 1.766
N 1.374 2.095 -0.365
H 1.690 2.027 -1.317
C 0.088 2.727 -0.152
C 0.138 4.209 -0.521
C -1.214 4.862 -0.252
C -2.319 4.156 -1.034
C -2.358 2.672 -0.681
C -1.007 2.022 -0.956
H -1.038 0.964 -0.688
H -0.775 2.098 -2.023
H -2.598 2.556 0.378
H -3.134 2.168 -1.260
H -2.134 4.269 -2.105
H -3.283 4.618 -0.812
H -1.433 4.805 0.816
H -1.177 5.917 -0.531
H 0.919 4.704 0.060
H 0.390 4.309 -1.581
H -0.119 2.622 0.918
C 3.653 -0.251 1.210
H 4.720 -0.068 1.370
H 3.150 -0.077 2.163
H 3.720 1.380 -1.635
H 2.630 -0.035 -1.661
H 5.325 -2.316 -0.250
H 3.887 -2.510 -1.257
H 3.711 -2.401 1.441
H 1.349 -0.781 1.765
H -0.583 0.113 2.329
H -3.006 0.246 2.059
H -6.256 -0.472 0.627
H -4.941 0.715 0.812
H -5.210 -0.528 2.066
*
```

Results
* frontier orbital gap: 8.28 eV
* SMILES string: COc1ccc(NC(=O)[C@H]2CCCN(C(=O)NC3CCCCC3)C2)cc1OC
* highest occupied orbital energy: -7.5 eV
* E: -1284.09224 Eh
* E_LUMO: 0.02710 hartree
* ΔE to the lowest compared entry with this formula, charge and spin: 19.4 kcal per mole

The Löwdin scheme yields these atomic charges, measured in e: atom 1 (C): -0.087, atom 2 (O): -0.069, atom 3 (C): -0.207, atom 4 (C): -0.024, atom 5 (C): -0.037, atom 6 (C): -0.215, atom 7 (C): 0.057, atom 8 (C): -0.191, atom 9 (O): -0.061, atom 10 (C): -0.079, atom 11 (H): 0.093, atom 12 (H): 0.098, atom 13 (H): 0.099, atom 14 (H): 0.092, atom 15 (N): 0.157, atom 16 (C): -0.420, atom 17 (O): 0.060, atom 18 (C): -0.184, atom 19 (C): -0.146, atom 20 (C): -0.162, atom 21 (H): 0.116, atom 22 (H): 0.112, atom 23 (C): -0.156, atom 24 (N): -0.032, atom 25 (C): -0.521, atom 26 (O): 0.017, atom 27 (N): 0.131, atom 28 (H): 0.125, atom 29 (C): -0.317, atom 30 (C): -0.150, atom 31 (C): -0.200, atom 32 (C): -0.208, atom 33 (C): -0.200, atom 34 (C): -0.140, atom 35 (H): 0.099, atom 36 (H): 0.122, atom 37 (H): 0.108, atom 38 (H): 0.111, atom 39 (H): 0.113, atom 40 (H): 0.107, atom 41 (H): 0.115, atom 42 (H): 0.108, atom 43 (H): 0.117, atom 44 (H): 0.118, atom 45 (H): 0.149, atom 46 (C): -0.113, atom 47 (H): 0.131, atom 48 (H): 0.121, atom 49 (H): 0.124, atom 50 (H): 0.133, atom 51 (H): 0.115, atom 52 (H): 0.106, atom 53 (H): 0.153, atom 54 (H): 0.115, atom 55 (H): 0.110, atom 56 (H): 0.106, atom 57 (H): 0.094, atom 58 (H): 0.088, atom 59 (H): 0.096


Here is a 2-piece molecular cluster, C21H32BBrNO2 overall from OMol25. Energies are from the ωB97M-V functional and the def2-TZVPD basis.

ORCA input file:
```
! RIJCOSX wB97M-V def2-TZVPD def2/J DEFGRID3
* xyz 1 1
C 7.009 -7.319 3.572
O 7.558 -6.064 4.023
C 7.931 -5.157 3.087
C 8.292 -3.867 3.537
C 8.473 -2.849 2.618
C 8.414 -3.088 1.220
C 8.712 -2.017 0.299
C 8.767 -2.244 -1.128
C 9.881 -1.776 -1.867
C 9.994 -2.035 -3.222
C 8.969 -2.725 -3.898
O 9.093 -2.815 -5.247
C 8.022 -3.396 -6.026
C 7.833 -3.168 -3.175
C 7.732 -2.924 -1.824
C 8.152 -4.418 0.792
C 7.904 -5.449 1.694
H 6.732 -7.822 4.504
H 6.118 -7.190 2.943
H 7.777 -7.884 3.034
H 8.390 -3.686 4.607
H 8.689 -1.822 2.958
H 9.288 -1.186 0.699
H 10.672 -1.232 -1.341
H 10.855 -1.676 -3.794
H 8.379 -3.286 -7.051
H 7.912 -4.452 -5.766
H 7.076 -2.861 -5.891
H 7.036 -3.748 -3.686
H 6.898 -3.321 -1.244
H 8.151 -4.657 -0.271
H 7.665 -6.436 1.312
C 4.947 1.053 -2.194
C 5.623 0.392 -0.997
N 6.496 1.350 -0.203
C 7.504 2.016 -1.132
C 8.523 1.036 -1.659
C 5.593 2.454 0.359
C 6.362 3.471 1.190
B 7.186 0.468 0.970
Br 5.866 -0.125 2.402
H 7.591 -0.656 0.472
H 4.292 0.298 -2.642
H 4.327 1.905 -1.899
H 5.680 1.355 -2.952
H 4.876 -0.005 -0.280
H 6.265 -0.440 -1.337
H 6.908 2.481 -1.909
H 7.985 2.803 -0.559
H 9.182 1.560 -2.359
H 9.145 0.640 -0.853
H 8.059 0.197 -2.183
H 5.140 2.937 -0.513
H 4.799 1.979 0.960
H 5.665 4.296 1.437
H 6.725 3.047 2.136
H 7.199 3.911 0.644
H 8.116 1.067 1.451
*
```

Results
* frontier orbital gap: 6.93 eV
* highest occupied orbital energy: -11.4 eV
* E: -3623.24957 Eh
* E_LUMO: -0.16523 hartree

The Löwdin scheme yields these atomic charges, measured in e: atom 1 (C): -0.043, atom 2 (O): -0.054, atom 3 (C): -0.226, atom 4 (C): 0.033, atom 5 (C): -0.003, atom 6 (C): -0.193, atom 7 (C): 0.032, atom 8 (C): -0.248, atom 9 (C): -0.025, atom 10 (C): 0.023, atom 11 (C): -0.243, atom 12 (O): -0.068, atom 13 (C): -0.041, atom 14 (C): 0.006, atom 15 (C): -0.041, atom 16 (C): 0.012, atom 17 (C): 0.021, atom 18 (H): 0.104, atom 19 (H): 0.103, atom 20 (H): 0.099, atom 21 (H): 0.134, atom 22 (H): 0.130, atom 23 (H): 0.116, atom 24 (H): 0.134, atom 25 (H): 0.135, atom 26 (H): 0.101, atom 27 (H): 0.098, atom 28 (H): 0.098, atom 29 (H): 0.125, atom 30 (H): 0.128, atom 31 (H): 0.111, atom 32 (H): 0.110, atom 33 (C): -0.061, atom 34 (C): -0.198, atom 35 (N): -0.243, atom 36 (C): -0.167, atom 37 (C): -0.054, atom 38 (C): -0.203, atom 39 (C): -0.066, atom 40 (B): -0.789, atom 41 (Br): 0.620, atom 42 (H): 0.036, atom 43 (H): 0.092, atom 44 (H): 0.078, atom 45 (H): 0.080, atom 46 (H): 0.112, atom 47 (H): 0.104, atom 48 (H): 0.116, atom 49 (H): 0.110, atom 50 (H): 0.103, atom 51 (H): 0.068, atom 52 (H): 0.074, atom 53 (H): 0.111, atom 54 (H): 0.101, atom 55 (H): 0.100, atom 56 (H): 0.079, atom 57 (H): 0.070, atom 58 (H): 0.059


Here is a 3-piece molecular cluster, C21H32BN4O3 overall from OMol25. Energies are from the ωB97M-V functional and the def2-TZVPD basis.

ORCA input file:
```
! RIJCOSX wB97M-V def2-TZVPD def2/J DEFGRID3
* xyz 1 1
C 4.748 -0.013 0.213
C 3.953 1.130 -0.612
O 2.640 0.639 -1.073
B 1.893 1.670 -1.686
O 2.618 2.722 -2.377
C 0.278 1.825 -1.658
N -0.704 0.979 -1.902
C -1.990 1.743 -1.757
C -3.355 0.955 -1.505
C -3.314 -0.606 -1.867
C -4.454 -1.305 -0.969
N -4.092 -1.567 0.432
O -5.575 -1.580 -1.410
C -1.659 2.837 -0.640
C -2.582 4.138 -0.686
C -3.983 3.997 0.065
C -0.219 3.285 -1.260
H 3.987 -0.836 0.409
H 5.624 -0.377 -0.416
H 5.168 0.454 1.155
H 3.810 2.081 0.006
H 4.636 1.394 -1.489
H 2.565 3.520 -1.806
H -0.548 0.005 -2.188
H -2.109 2.333 -2.723
H -3.631 1.047 -0.404
H -4.148 1.419 -2.187
H -3.664 -0.735 -2.949
H -2.303 -1.082 -1.684
H -3.938 -0.632 0.852
H -4.949 -1.919 0.901
H -1.615 2.220 0.310
H -1.998 4.975 -0.187
H -2.792 4.345 -1.792
H -4.676 4.799 -0.372
H -3.942 4.184 1.182
H -4.506 3.003 -0.098
H 0.290 3.718 -0.342
H -0.398 3.968 -2.143
N 8.928 -1.357 0.227
C 9.104 -2.606 -0.230
C 9.703 -2.908 -1.443
C 10.143 -1.859 -2.236
C 9.972 -0.557 -1.789
C 9.365 -0.361 -0.559
H 8.741 -3.392 0.424
H 9.821 -3.936 -1.759
H 10.615 -2.054 -3.192
H 10.303 0.286 -2.382
H 9.212 0.638 -0.165
N -5.974 -3.012 2.967
C -6.973 -2.495 3.698
C -7.421 -3.042 4.889
C -6.804 -4.195 5.354
C -5.770 -4.752 4.617
C -5.394 -4.126 3.440
H -7.425 -1.596 3.292
H -8.230 -2.580 5.439
H -7.127 -4.654 6.281
H -5.267 -5.651 4.949
H -4.588 -4.521 2.830
*
```

Results
* frontier orbital gap: 6.60 eV
* highest occupied orbital energy: -11.2 eV
* E: -1288.74675 Eh
* E_LUMO: -0.17088 hartree

The Löwdin scheme yields these atomic charges, measured in e: atom 1 (C): -0.053, atom 2 (C): -0.199, atom 3 (O): 0.040, atom 4 (B): -0.431, atom 5 (O): 0.102, atom 6 (C): 0.024, atom 7 (N): 0.185, atom 8 (C): -0.231, atom 9 (C): -0.117, atom 10 (C): -0.094, atom 11 (C): -0.446, atom 12 (N): 0.105, atom 13 (O): 0.058, atom 14 (C): -0.236, atom 15 (C): -0.191, atom 16 (C): -0.103, atom 17 (C): -0.037, atom 18 (H): 0.088, atom 19 (H): 0.079, atom 20 (H): 0.083, atom 21 (H): 0.130, atom 22 (H): 0.132, atom 23 (H): 0.119, atom 24 (H): 0.183, atom 25 (H): 0.166, atom 26 (H): 0.100, atom 27 (H): 0.146, atom 28 (H): 0.133, atom 29 (H): 0.103, atom 30 (H): 0.075, atom 31 (H): 0.070, atom 32 (H): 0.168, atom 33 (H): 0.124, atom 34 (H): 0.128, atom 35 (H): 0.091, atom 36 (H): 0.085, atom 37 (H): 0.061, atom 38 (H): 0.150, atom 39 (H): 0.158, atom 40 (N): 0.047, atom 41 (C): -0.156, atom 42 (C): -0.074, atom 43 (C): -0.080, atom 44 (C): -0.078, atom 45 (C): -0.165, atom 46 (H): 0.102, atom 47 (H): 0.103, atom 48 (H): 0.107, atom 49 (H): 0.101, atom 50 (H): 0.099, atom 51 (N): 0.039, atom 52 (C): -0.152, atom 53 (C): -0.070, atom 54 (C): -0.073, atom 55 (C): -0.069, atom 56 (C): -0.151, atom 57 (H): 0.102, atom 58 (H): 0.104, atom 59 (H): 0.109, atom 60 (H): 0.105, atom 61 (H): 0.103